Density functional theory data (wB97M-V/def2-TZVPD) for a 2-piece molecular cluster, C2H10N4 overall at a distorted geometry.

Summary:
Frontier orbital gap: 8.420 eV
M: 90.1 g/mol
Net charge: 0
HOMO: -7.6 eV
Total energy: -8192.6638 eV
SMILES string: [H]/N=N\C.CNN
LUMO level: 0.843 eV

```
16
C2H10N4, DFT wB97M-V/def2-TZVPD
H -2.511 -1.209 0.996
N -1.722 -0.442 0.832
N -1.687 0.288 -0.121
C -2.767 0.218 -1.126
H -2.536 -0.676 -1.761
H -3.708 0.021 -0.613
H -2.767 1.093 -1.734
C 2.389 -0.499 -0.376
N 2.046 0.841 0.213
N 1.255 0.496 1.369
H 1.478 -1.132 -0.334
H 2.718 -0.451 -1.398
H 3.075 -1.233 0.222
H 2.943 1.126 0.533
H 0.219 0.413 1.183
H 1.575 1.145 2.115
```

Atomic partial charges in e from the natural (NBO) method, atoms 1 to 5: number 1, H, carries 0.271; number 2, N, carries -0.315; number 3, N, carries -0.084; number 4, C, carries -0.493; number 5, H, carries 0.218